[1]
Computed, not measured: a single C3H2FNOS2 molecule in a non-equilibrium geometry, with the ωB97M-V functional and the def2-TZVPD basis.

Last column: Löwdin charge in e.
CARTESIAN COORDINATES (ANGSTROEM)
C 0.4137 -0.1292 -0.8036  -0.732
C -1.0328 0.6394 0.5228  -0.425
C 0.1139 -0.0458 0.6283  -0.443
H 1.5602 -0.0886 -2.6465  -0.055
H 0.0432 -0.6273 2.8100  -0.177
N -0.3873 0.4324 -1.6175  0.096
O -1.5371 0.8368 -0.6936  0.057
F -2.0445 0.8223 1.3301  0.152
S 1.7968 -1.0167 -1.5798  0.751
S 1.0740 -0.8233 2.0499  0.775

Lowest unoccupied orbital energy ... 0.42 eV
Structure (SMILES) ... Fc1onc(S)c1S
Relative energy (zero: lowest compared OMol25 entry of this formula, charge and spin) ... 55.3 kcal/mol



[2]
Computed, not measured: a single C3H2FNOS2 molecule in a non-equilibrium geometry, with the ωB97M-V functional and the def2-TZVPD basis.

Last column: Löwdin charge in e.
CARTESIAN COORDINATES (ANGSTROEM)
C -0.5378 -0.9285 -0.0375  -0.452
C -0.6350 0.4993 0.1080  -0.488
C 2.1482 -1.1416 -0.3252  -0.985
N 0.4038 1.2564 0.3005  0.057
O -1.8961 0.9450 -0.2032  0.041
F 0.1292 2.6026 0.1146  -0.087
S 3.3768 -0.2449 -0.3503  0.839
S 0.8124 -1.7914 0.4508  0.920
H -1.2213 -1.6389 -0.3652  0.020
H -2.5802 0.4419 0.3076  0.135

Lowest unoccupied orbital energy (spin up / spin down) ... -1.38 / -1.38 eV
Relative energy (zero: lowest compared OMol25 entry of this formula, charge and spin) ... 116.5 kcal/mol



[3]
Computed, not measured: a single C3H2FNS molecule in a non-equilibrium geometry, with the ωB97M-V functional and the def2-TZVPD basis.

Last column: Löwdin charge in e.
CARTESIAN COORDINATES (ANGSTROEM)
C -0.5521 -1.2545 0.1465  -0.225
C 0.2799 0.0140 0.0207  -0.759
C -0.4688 1.1998 -0.0551  -0.253
H -0.1051 -2.0079 -0.5592  0.130
H -0.4723 -1.6143 1.1908  0.133
N -1.1890 2.0991 0.0647  0.208
F -1.9025 -1.0599 -0.1367  -0.044
S 1.9043 -0.0806 -0.0329  0.810

Lowest unoccupied orbital energy ... -1.94 eV
Structure (SMILES) ... N#CC(=S)CF
Relative energy (zero: lowest compared OMol25 entry of this formula, charge and spin) ... 0.0 kcal/mol



[4]
Computed, not measured: a single C3H2FNS molecule in a non-equilibrium geometry, with the ωB97M-V functional and the def2-TZVPD basis.

Last column: Löwdin charge in e.
CARTESIAN COORDINATES (ANGSTROEM)
C 0.9189 -1.1110 0.2897  -0.234
C -0.1815 -0.1250 0.0717  -0.702
C 0.2211 1.2746 -0.0251  -0.264
H 1.0712 -1.2324 1.3641  0.135
H 0.6981 -2.0679 -0.1527  0.117
N 0.3291 2.3987 0.0761  0.190
F 2.0951 -0.6591 -0.2789  -0.033
S -1.7925 -0.4869 -0.0782  0.792

Lowest unoccupied orbital energy ... -1.89 eV
Structure (SMILES) ... N#CC(=S)CF
Relative energy (zero: lowest compared OMol25 entry of this formula, charge and spin) ... 0.5 kcal/mol



[5]
Computed, not measured: a molecular structure, C3H2FNaO3 in a non-equilibrium geometry, with the ωB97M-V functional and the def2-TZVPD basis.

Last column: Löwdin charge in e.
CARTESIAN COORDINATES (ANGSTROEM)
O 0.0560 -1.5899 1.1963  -0.084
C -0.1750 -0.3604 1.2875  -0.267
C -0.7138 0.4352 0.2344  -0.169
H 0.1959 0.2223 2.1544  0.130
H -1.1618 1.4093 0.4359  0.121
F -1.5295 -0.3311 -0.6087  -0.078
Na -0.0915 -2.2076 -1.0208  0.711
O 1.4213 1.8714 -0.9248  0.109
O 1.0816 -0.2542 -1.6549  0.028
C 0.9167 0.8051 -1.0992  -0.501

Lowest unoccupied orbital energy ... -0.66 eV
Relative energy (zero: lowest compared OMol25 entry of this formula, charge and spin) ... 0.0 kcal/mol



[6]
Computed, not measured: 2 unconnected molecules or ions with the total composition C3H2FO2 in a non-equilibrium geometry, with the ωB97M-V functional and the def2-TZVPD basis.

Last column: Löwdin charge in e.
CARTESIAN COORDINATES (ANGSTROEM)
C 0.1073 0.3721 -0.4242  -0.072
C -1.9833 -0.3753 -0.0800  -0.243
C -3.1987 0.3489 0.0462  -0.528
O -3.9953 1.0427 0.6058  0.078
O -3.0525 -0.2344 -1.1292  0.091
F -2.0220 -1.6677 0.4538  -0.049
H 0.2630 0.5780 0.6610  -0.139
H 0.5217 -0.6517 -0.5615  -0.138

Total charge ... -1
Lowest unoccupied orbital energy ... 4.23 eV
Relative energy (zero: lowest compared OMol25 entry of this formula, charge and spin) ... 120.5 kcal/mol



[7]
Computed, not measured: a molecular structure, C3H2FO2Rb in a non-equilibrium geometry, with the ωB97M-V functional and the def2-TZVPD basis.

Last column: Mulliken spin population.
CARTESIAN COORDINATES (ANGSTROEM)
H 0.7208 -0.4732 -2.5849  -0.025
C 1.4016 0.1421 -0.5789  -0.036
C 0.5211 -0.0655 -1.5925  0.106
O -0.8298 0.3193 -1.3579  0.077
C -1.8281 -0.4121 -1.5306  0.873
O 1.1129 0.2681 0.6657  -0.003
H 2.4593 0.2769 -0.8827  0.005
F -2.8711 -0.4464 4.5031  0.000
Rb -0.6867 0.3908 3.3587  0.003

Total charge ... -1
⟨S²⟩ ... 0.75
Lowest unoccupied orbital energy (spin up / spin down) ... 2.14 / 2.14 eV
Spin multiplicity ... 2
Relative energy (zero: lowest compared OMol25 entry of this formula, charge and spin) ... 0.0 kcal/mol



[8]
Computed, not measured: a molecular structure, C3H2FO2Tl in a non-equilibrium geometry, with the ωB97M-V functional and the def2-TZVPD basis.

Last column: Löwdin charge in e.
CARTESIAN COORDINATES (ANGSTROEM)
O -0.7803 -1.9085 0.2150  0.050
C 0.1987 -1.1745 0.0119  -0.647
O 1.4182 -1.4896 0.0555  -0.270
C -1.2808 0.9105 -0.0326  0.122
C -0.1003 0.3129 -0.1236  -0.260
H -2.1134 0.3729 0.4144  0.088
H -1.3968 1.9684 -0.2710  0.080
F 1.0277 1.0950 -0.1240  -0.165
Tl 3.0269 -0.0870 -0.1456  1.002

Lowest unoccupied orbital energy ... -0.39 eV
Relative energy (zero: lowest compared OMol25 entry of this formula, charge and spin) ... 0.0 kcal/mol



[9]
Computed, not measured: 2 unconnected molecules or ions with the total composition C3H2FO3 in a non-equilibrium geometry, with the ωB97M-V functional and the def2-TZVPD basis.

Last column: Löwdin charge in e.
CARTESIAN COORDINATES (ANGSTROEM)
C -1.9095 -1.7481 3.3207  -0.718
C 0.0601 0.8533 -0.6134  0.132
C -0.9407 -0.6468 2.7396  -0.334
O -2.8749 -1.4525 3.9959  -0.001
O -1.4314 -2.7977 2.8836  -0.004
O -0.9688 -0.0945 1.6797  0.075
F 0.2630 -0.6273 3.4305  0.027
H -0.4785 -0.0513 -0.9428  -0.086
H 1.0310 0.4877 -0.2355  -0.089

Total charge ... -1
Lowest unoccupied orbital energy (spin up / spin down) ... 2.51 / 2.44 eV
Relative energy (zero: lowest compared OMol25 entry of this formula, charge and spin) ... 106.7 kcal/mol



[10]
Computed, not measured: 2 unconnected molecules or ions with the total composition C3H2FOP in a non-equilibrium geometry, with the ωB97M-V functional and the def2-TZVPD basis.

Last column: Löwdin charge in e.
CARTESIAN COORDINATES (ANGSTROEM)
C 1.0449 -0.8916 -0.3712  0.019
C -0.1500 -0.8032 -0.3667  -0.393
C 2.2405 2.0580 0.4665  -0.028
O 1.2054 2.4543 0.3969  0.044
F -2.0298 0.0118 1.0387  -0.412
P -1.7465 -1.3501 0.1307  0.833
H 2.0482 -0.5333 -0.3791  0.011
H -2.6129 -0.9460 -0.9159  -0.075

Lowest unoccupied orbital energy ... 0.17 eV
Relative energy (zero: lowest compared OMol25 entry of this formula, charge and spin) ... 0.0 kcal/mol



[11]
Computed, not measured: a molecular structure, C3H2GdLiO2 in a non-equilibrium geometry, with the ωB97M-V functional and the def2-TZVPD basis.

Last column: Mulliken spin population.
CARTESIAN COORDINATES (ANGSTROEM)
C 1.7439 -1.0774 -2.9594  0.007
C 0.8070 -1.7869 -2.6161  -0.006
H 2.7746 -0.7543 -2.9016  0.001
H -0.0923 -2.3437 -2.8450  0.000
O -0.5429 -0.8989 0.5019  -0.116
C -1.4141 -0.4372 -0.2769  -0.130
O -1.1991 0.4699 -1.0724  0.022
Li 0.2776 0.6901 -2.2867  0.048
Gd 0.0621 0.5129 2.5779  8.175

Total charge ... +3
⟨S²⟩ ... 20.02
Lowest unoccupied orbital energy (spin up / spin down) ... -16.24 / -16.25 eV
Spin multiplicity ... 9



[12]
Computed, not measured: a molecular structure, C3H2HgO2 in a non-equilibrium geometry, with the ωB97M-V functional and the def2-TZVPD basis.

Last column: Mulliken spin population.
CARTESIAN COORDINATES (ANGSTROEM)
H -3.3255 0.4638 -0.7075  0.000
O 2.0006 1.1843 0.2391  0.108
H 2.8984 1.5003 0.0504  -0.021
C -2.3436 0.3040 -0.2828  0.032
C -1.5080 -0.4777 0.2087  -0.039
O 0.9059 -0.7175 0.4196  0.196
C 1.8983 -0.0833 0.0595  0.698
Hg -0.5261 -2.1739 0.0130  0.026

Total charge ... +1
⟨S²⟩ ... 0.75
Lowest unoccupied orbital energy (spin up / spin down) ... -7.10 / -7.22 eV
Spin multiplicity ... 2
Relative energy (zero: lowest compared OMol25 entry of this formula, charge and spin) ... 90.7 kcal/mol